A structure of composition C26H31BN8O3Pt, computed with ωB97M-V/def2-TZVPD.

CARTESIAN COORDINATES (ANGSTROEM)
C -0.21 1.05 -4.67
C 2.52 2.00 1.80
C -4.87 4.05 0.79
H 0.50 -3.73 3.68
B 1.46 -1.56 1.59
C 1.05 3.16 0.00
H -4.07 -1.66 0.51
H 2.73 2.53 -3.92
C 0.94 1.79 -4.86
H 3.05 2.85 2.18
H 4.08 -3.31 1.52
H 1.17 2.22 -5.83
C -3.40 -0.83 0.70
O -1.68 -0.77 -1.89
C -3.91 2.42 -0.67
H 0.00 -2.50 -3.32
C 1.50 1.41 -2.58
C -3.68 4.07 1.49
H 1.48 -3.29 -3.89
C -0.46 0.52 -3.42
H 0.58 -2.20 4.55
H 4.13 0.92 3.71
H 1.43 -1.53 -3.72
H -2.91 -2.31 3.25
C 2.63 0.69 2.23
H -3.55 4.71 2.35
H 2.16 1.49 -1.72
C 3.51 0.13 3.29
H -3.92 1.73 -1.51
C 3.40 -3.99 1.03
H -0.85 -3.23 4.71
N 0.38 0.71 -2.40
H -5.90 3.14 -0.87
C -2.18 -1.30 1.42
O -1.74 1.76 -0.40
H -3.13 -0.39 -0.26
C 2.48 -3.56 -1.36
H 0.20 2.87 -0.62
H 2.07 -2.07 2.47
H -3.93 -0.09 1.30
C -4.98 3.20 -0.30
N -0.06 -1.64 1.86
C -2.63 3.27 1.08
C 2.58 -3.29 -0.01
H 3.97 -4.79 0.56
C 1.56 1.99 0.78
C 1.57 -2.62 -1.87
Pt -0.25 -0.11 -0.65
C 1.81 1.97 -3.80
H 2.76 -4.43 1.80
C 1.09 -2.47 -3.28
N 1.79 -0.06 1.50
H 0.73 3.95 0.67
N -0.94 -1.09 0.97
C -1.65 -0.35 -3.12
O -2.46 -0.59 -3.98
H -5.70 4.68 1.09
H 2.99 -4.33 -1.91
N 1.17 -1.84 -0.88
H 4.16 -0.65 2.89
H -0.93 0.86 -5.46
C -2.09 -1.99 2.63
H 1.83 3.58 -0.64
N 1.78 -2.25 0.26
H 2.92 -0.32 4.10
C -0.09 -2.88 4.02
N -2.75 2.48 0.01
C -0.75 -2.18 2.87
H -1.67 3.23 1.57
N 1.14 0.73 0.61

Properties
E_HOMO (alpha / beta) ... -0.3998 / -0.4227 Eh
Gap between HOMO and LUMO (alpha / beta) ... 8.14 / 8.41 eV
LUMO level (alpha / beta) ... -2.74 / -3.09 eV
Multiplicity ... 2
<S²> ... 0.753
Charge ... +1
Energy relative to the best compared isomer or geometry (same formula, charge and spin) ... 21.64 kJ/mol

***

The ion CH2F2N2OP with charge +1 at a distorted geometry, computed with ωB97M-V/def2-TZVPD.

CARTESIAN COORDINATES (ANGSTROEM)
C 1.26 0.52 1.06
H -2.27 0.03 -2.33
H 1.35 1.64 1.12
O 0.03 0.36 0.37
N -0.06 -0.66 -0.48
F 1.27 -0.25 2.11
F 2.29 0.23 0.32
N -1.20 -0.92 -0.81
P -2.66 -0.96 -1.37

Properties
E_HOMO ... -0.6195 Eh
Gap between HOMO and LUMO ... 9.68 eV
LUMO level ... -7.18 eV
SMILES ... FC(F)ON=[N+]=P
Multiplicity ... 1
Charge ... +1
Energy relative to the best compared isomer or geometry (same formula, charge and spin) ... 414.54 kJ/mol

***

A cluster of 9 separate species, C15H43FO10S in total, computed with ωB97M-V/def2-TZVPD.

CARTESIAN COORDINATES (ANGSTROEM)
H -3.57 -8.35 -0.71
H -2.40 -6.35 -0.40
H -0.46 -0.64 -3.49
C 0.14 -0.35 -2.63
H -3.09 -3.48 -4.74
O 0.38 -0.66 3.55
H 1.29 4.89 0.24
H 0.22 -3.68 -1.75
H 3.42 -6.18 -0.67
H -0.92 -3.95 7.43
O 0.85 10.17 -1.34
C 2.51 -5.58 -0.84
H -4.14 -3.38 -2.12
H 1.76 -5.87 -0.10
H 0.57 -3.19 5.15
H 1.08 0.06 -2.98
C 0.32 -1.54 -1.66
O -0.69 0.85 0.61
C -0.70 0.64 -1.84
H -0.99 -0.80 5.06
H -0.96 10.36 -2.25
C 4.08 0.99 3.36
C 1.24 7.06 -2.35
H 3.12 -3.98 0.10
O -2.64 -6.58 -1.30
H -3.93 -2.11 -4.00
O 0.44 -3.73 5.94
C -0.78 -3.34 6.54
H -2.19 -2.16 -3.98
C -0.41 -2.84 -2.06
H -0.96 3.22 0.67
H -0.75 -2.29 6.84
H -1.63 -3.50 5.87
C 0.80 3.92 0.23
H -0.15 11.91 -1.93
H -3.05 -8.23 -2.40
O -0.10 -1.07 -0.36
H -1.85 -8.50 -1.14
H -0.92 11.01 -0.60
H 1.34 3.23 0.89
H -0.50 1.70 -1.99
C -0.51 0.20 -0.39
O 2.79 -4.19 -0.78
O 2.41 6.26 -2.19
H 1.39 10.64 -0.70
H 0.70 7.17 -1.41
H -1.68 -0.40 3.47
F -2.06 0.42 -2.12
H 1.48 8.05 -2.74
H 1.38 -1.80 -1.55
S -2.02 -3.02 -1.24
C -0.84 -0.23 4.15
H 4.58 1.96 3.40
H -3.05 -4.62 -2.70
H 2.98 6.70 -1.56
H 0.83 3.53 -0.80
C -3.07 -2.78 -3.90
C -0.35 10.91 -1.53
H -0.50 -2.88 -3.14
H 4.63 0.30 4.01
C -2.78 -7.99 -1.38
H 2.29 0.33 3.76
H 4.13 0.62 2.33
O -0.54 4.09 0.67
H -0.79 0.83 4.41
H 2.13 -5.80 -1.83
H 0.48 -0.14 2.74
C -3.15 -3.55 -2.56
O 2.75 1.18 3.79
H 0.60 6.54 -3.07

Properties
E_HOMO ... -0.3127 Eh
Gap between HOMO and LUMO ... 8.83 eV
LUMO level ... 0.32 eV
SMILES ... CCSC[C@H]1C[C@@H](F)C(=O)O1.CO.CO.CO.CO.CO.CO.CO.CO
Multiplicity ... 1
Charge ... 0

***

A cluster of 2 separate species, C5H8N3O in total at a distorted geometry, computed with ωB97M-V/def2-TZVPD.

CARTESIAN COORDINATES (ANGSTROEM)
H -1.68 1.54 1.60
C 0.87 -2.37 0.63
H 1.66 -0.22 0.69
N 1.31 -1.23 0.32
C -1.21 0.38 -0.29
C 0.12 0.35 -0.66
C -1.98 0.82 0.84
O -3.36 -0.14 -0.43
N 1.02 1.09 0.17
H 0.59 1.54 0.93
H 1.23 -2.75 1.67
C -2.27 -0.20 -1.09
N -3.19 0.44 0.74
H 0.41 0.09 -1.74
H -2.35 -0.64 -2.06
H 1.79 1.75 -0.30
H 0.05 -2.95 0.26

Properties
E_HOMO (alpha / beta) ... -0.4932 / -0.4932 Eh
Gap between HOMO and LUMO (alpha / beta) ... 8.28 / 8.28 eV
LUMO level (alpha / beta) ... -5.14 / -5.14 eV
Multiplicity ... 1
Charge ... +1
Energy relative to the best compared isomer or geometry (same formula, charge and spin) ... 543.50 kJ/mol